Record 1
The following is a DFT calculation (ωB97M-V/def2-TZVPD) of 2 unconnected molecules or ions with the total composition C2H9N3.

```
14
Properties=species:S:1:pos:R:3
H -0.56821 -0.16595 2.53940
N -0.22442 -0.09687 1.60647
C 1.01052 0.19566 1.59258
N 1.66516 0.47651 0.40962
H 1.64722 0.28696 2.47553
H 2.65326 0.29375 0.40415
H 1.17742 0.09851 -0.38760
C -1.38382 0.41848 -1.73329
N -1.04494 -0.97336 -1.47349
H -0.54621 1.11848 -1.63497
H -2.12899 0.71172 -0.99328
H -1.83332 0.55054 -2.71418
H -0.53315 -1.42674 -2.20661
H -0.58756 -1.08206 -0.57726
```

Output
spin multiplicity: 1
SMILES: [H]/N=C/N.CN
charge: 0

---

Record 2
The following is a DFT calculation (ωB97M-V/def2-TZVPD) of a gas-phase ion, C7H14N5O (charge +1) in a non-equilibrium geometry.

```
27
Properties=species:S:1:pos:R:3
N -1.72811 -1.19606 1.36375
C -1.19119 -0.77203 0.12740
N 0.30868 -0.11889 0.47672
C 0.24041 0.91545 1.54402
C 1.66792 1.16585 2.05928
O 2.44433 1.62234 0.98466
C 2.55696 0.70394 -0.10722
C 1.16703 0.31036 -0.64070
N -1.99607 0.41174 -0.42159
C -2.03693 0.43877 -1.69659
N -1.64119 -0.61894 -2.48024
C -1.24636 -1.76332 -1.92867
N -0.92384 -1.84632 -0.74189
H -2.34979 -2.03019 1.21727
H -2.27973 -0.37830 1.78640
H 0.72232 -0.90647 0.84769
H -0.40116 0.46073 2.29428
H -0.12686 1.82604 1.26837
H 1.66965 2.03000 2.73041
H 2.13066 0.22296 2.43873
H 3.14787 -0.11658 0.37334
H 3.14757 1.24970 -0.73563
H 0.93962 1.14100 -1.34143
H 1.20851 -0.65005 -1.26931
H -2.52333 1.26886 -2.00780
H -1.80819 -0.73394 -3.56392
H -1.09879 -2.63666 -2.57732
```

Output
spin multiplicity: 1
SMILES: NC1([NH+]2CCOCC2)N=CNC=N1
charge: +1

---

Record 3
The following is a DFT calculation (ωB97M-V/def2-TZVPD) of C8H8N4 in the gas phase in a non-equilibrium geometry.

```
20
Properties=species:S:1:pos:R:3
C 0.84644 1.75261 -2.46663
C 1.28847 0.50611 -2.37268
N 1.76830 -0.03119 -1.21779
C 1.63596 -0.41478 -0.11614
N 1.80027 -0.97127 0.92644
C 1.11379 -1.33328 2.03991
C -0.09559 -0.92086 2.31306
N -0.96326 -0.34320 1.33470
C -1.08059 -0.98323 0.14186
C -1.86784 -0.08779 -0.62175
N -2.06718 1.04853 0.10432
C -1.52668 0.88692 1.24861
H 0.45634 2.20112 -3.38544
H 0.89105 2.41867 -1.50327
H 1.27494 -0.17764 -3.15556
H 1.70166 -1.85735 2.80625
H -0.61067 -1.16235 3.27233
H -0.80769 -2.08288 0.29965
H -2.26128 -0.11966 -1.57934
H -1.49644 1.67151 1.93151
```

Output
spin multiplicity: 1
SMILES: C=CN=C=N/C=C\n1ccnc1
charge: 0

---

Record 4
The following is a DFT calculation (ωB97M-V/def2-TZVPD) of C8H8O in the gas phase in a non-equilibrium geometry.

```
17
Properties=species:S:1:pos:R:3
C -1.03136 -0.04455 2.50682
C -0.52453 -0.41036 1.46170
C 0.06981 -0.90030 0.31753
O -0.57624 -2.11799 -0.10920
C 1.46856 -1.29057 0.49317
C 2.66392 -1.30655 0.60676
C 0.10586 0.24662 -0.96073
C -1.11392 1.00677 -1.38175
C 0.07909 1.71742 -0.66448
H -1.59113 0.00232 3.39521
H -1.46286 -1.97778 -0.29314
H 3.67479 -1.48387 0.43308
H 0.71135 -0.01198 -1.72029
H -1.97283 0.91363 -0.67729
H -1.39992 1.14768 -2.45720
H 0.69205 2.50253 -1.31621
H 0.20735 2.00700 0.36604
```

Output
spin multiplicity: 1
SMILES: C#CC(O)(C#C)C1CC1
charge: 0

---

Record 5
The following is a DFT calculation (ωB97M-V/def2-TZVPD) of a molecular structure, C7H6NO3 in a non-equilibrium geometry.

```
17
Properties=species:S:1:pos:R:3
C -0.17354 0.73085 -0.07532
C 1.40277 0.63702 -0.28573
C 0.00077 1.80176 -1.00209
C -1.23295 -0.09975 0.38361
C 2.32008 -0.31293 0.34056
C -2.61068 0.43808 0.13225
C 1.73863 -1.72929 0.22658
N 1.48473 1.59010 -1.15795
O -1.10089 -1.11348 1.16849
O -0.74036 2.61862 -1.50598
O 3.22040 -0.09136 1.17777
H -3.21328 0.86913 0.99677
H -3.32953 -0.47247 -0.12368
H -2.50520 1.22111 -0.65663
H 0.80728 -1.64304 0.85656
H 2.44209 -2.43457 0.40825
H 1.48968 -2.00978 -0.88347
```

Output
spin multiplicity: 1
charge: -1

---

Record 6
The following is a DFT calculation (ωB97M-V/def2-TZVPD) of a molecular structure, C46H43F5N7O4STi.

```
107
Properties=species:S:1:pos:R:3
Ti 0.72789 -1.27992 -1.58766
C -1.95665 -1.83713 -4.83752
N -1.74911 -0.39740 -4.77327
C -2.01273 0.25020 -6.04643
C -2.11055 0.30339 -3.61679
C -2.77129 1.53811 -3.73037
C -3.10353 2.31036 -2.63250
C -2.80583 1.87554 -1.35149
C -2.16269 0.66224 -1.20917
C -1.79972 -0.11813 -2.30346
N -1.12426 -1.35465 -1.98160
C -1.94812 -2.46582 -1.73747
C -3.33979 -2.44024 -1.81425
C -4.06221 -3.57232 -1.47340
C -3.41613 -4.72729 -1.05314
C -2.02977 -4.75547 -0.99062
C -1.30715 -3.62563 -1.33291
N 0.14613 -3.56832 -1.35214
C 0.59972 -4.40909 -2.49004
C 0.72983 -4.12184 -0.10478
H -1.62015 -2.18819 -5.81221
H -1.37464 -2.36091 -4.08617
H -3.01098 -2.11715 -4.72144
H -3.08108 0.29873 -6.29754
H -1.61125 1.26292 -6.05481
H -1.50945 -0.31485 -6.82998
H -3.04817 1.90292 -4.70715
H -3.61081 3.25343 -2.78908
H -3.06532 2.46443 -0.48237
H -1.89861 0.29639 -0.22567
H -3.84763 -1.53594 -2.12010
H -5.14262 -3.54882 -1.52861
H -3.98616 -5.60469 -0.78066
H -1.52363 -5.65730 -0.67222
H 1.67577 -4.32119 -2.60189
H 0.33391 -5.45080 -2.29716
H 0.11174 -4.08493 -3.40538
H 0.36077 -3.55500 0.74306
H 0.47770 -5.17955 -0.00374
H 1.81220 -4.02835 -0.16218
C -1.55863 7.17532 9.42643
O -0.32796 6.84636 8.80050
C -0.31941 5.82027 7.92316
C -1.43523 5.05457 7.59371
C -1.31149 4.02209 6.67787
C -0.09052 3.73435 6.08089
C 1.01917 4.51379 6.41633
C 0.91148 5.54234 7.32569
C -0.00632 2.63588 5.11907
N -1.03106 2.04451 4.54706
C -0.48622 1.08618 3.73483
C 0.88420 1.09157 3.81496
N 1.18368 2.09322 4.70873
C 1.71387 0.20569 3.06689
C 3.11413 0.17294 3.13868
C 3.80535 -0.71584 2.35720
C 3.07752 -1.52756 1.48253
N 1.76621 -1.50276 1.37388
C 1.06646 -0.68285 2.18172
C -0.39628 -0.74301 2.12809
N -0.95847 -1.69145 1.35410
C -2.27059 -1.82222 1.38489
C -3.11917 -0.99011 2.12588
C -2.56312 0.00954 2.88055
C -1.16758 0.13387 2.90831
H -1.34728 8.01913 10.07570
H -1.93152 6.34133 10.02504
H -2.31065 7.46416 8.68889
H -2.39700 5.24922 8.04408
H -2.17388 3.42303 6.41907
H 1.98307 4.33951 5.95218
H 1.76398 6.15397 7.58715
H 2.09026 2.35031 5.05563
H 3.64337 0.83560 3.81268
H 4.88323 -0.78554 2.39638
H 3.60189 -2.22856 0.84285
H -2.69002 -2.62583 0.79126
H -4.18853 -1.14657 2.09361
H -3.16280 0.68679 3.47436
C 4.31848 -1.18986 -3.40779
S 3.97783 -1.91413 -1.81982
C 4.71173 -3.52134 -2.06900
O 2.48378 -2.27664 -1.80038
H 5.40191 -1.09352 -3.48290
H 3.85724 -0.20455 -3.40862
H 3.92171 -1.82078 -4.20053
H 5.79222 -3.39571 -2.13374
H 4.31842 -3.98232 -2.97358
H 4.46730 -4.12101 -1.19392
C 1.81852 2.23396 0.22971
C 1.84054 0.94971 -0.53548
O 2.81760 0.51635 -1.12897
O 0.69249 0.28990 -0.55810
H 1.49177 3.01800 -0.45685
H 2.81809 2.47450 0.58298
H 1.10628 2.18450 1.05043
F 1.37106 -2.46160 -4.47088
C 1.30890 -1.11124 -4.59291
C 1.08143 -0.33725 -3.47304
C 1.01065 1.02594 -3.72033
F 0.76022 1.90444 -2.73635
C 1.17994 1.57875 -4.97892
F 1.09516 2.89564 -5.15916
C 1.41711 0.75420 -6.06468
F 1.56183 1.26826 -7.27982
C 1.47880 -0.61340 -5.87003
F 1.68916 -1.43178 -6.90387
```

Output
spin multiplicity: 1
charge: +1

---

Record 7
The following is a DFT calculation (ωB97M-V/def2-TZVPD) of a molecular structure, C11H24AgF3NO4 in a non-equilibrium geometry.

```
44
Properties=species:S:1:pos:R:3
Ag -0.69451 0.02840 0.11104
C -0.49245 -1.83142 -1.72067
O 0.17833 -0.71201 -1.15320
O -1.78828 -1.72048 -1.07228
C -0.45183 -1.80130 -3.29288
F -1.31877 -2.71538 -3.78359
F -0.72658 -0.65087 -3.88182
F 0.77527 -2.17418 -3.79454
C 1.64615 -0.65351 -1.27155
C 2.22898 0.57425 -0.55584
H 2.24051 0.27166 0.49125
H 3.22820 0.76754 -0.94609
H 1.67033 1.47968 -0.79289
H 1.88281 -0.54196 -2.32968
H 2.19062 -1.49037 -0.83414
H -0.09935 -2.79049 -1.38337
C -0.21085 -2.97217 2.70516
C -0.29829 -1.58285 2.07429
C 0.97955 -1.04033 1.57350
O -1.29972 -1.57095 1.09135
H 0.50092 -3.08934 3.52232
H 0.12639 -3.68368 1.95141
H -1.17779 -3.26802 3.11211
H -0.59131 -0.85933 2.83505
H 1.18757 -1.73976 0.76380
H 1.71117 -1.17058 2.37091
H 0.96384 -0.00952 1.21953
C 0.69338 3.00488 1.03026
C -0.76147 2.48404 1.24159
C -1.53157 2.24431 -0.09164
O -0.70482 1.54411 -0.98003
C -1.36195 1.16893 -2.19185
N -0.55983 1.26928 2.02700
H 0.76480 3.87446 0.37694
H 1.27396 2.21600 0.55206
H 1.19410 3.28861 1.95593
H -1.35088 3.14617 1.87586
H -1.65300 3.21977 -0.56263
H -2.44028 1.69621 0.15720
H -2.41416 0.88875 -2.14235
H -0.78528 0.42809 -2.74568
H -1.33362 2.08044 -2.78889
H 0.02725 1.45054 2.82862
H -1.41753 0.94239 2.44841
```

Output
spin multiplicity: 1
charge: -1

---

Record 8
The following is a DFT calculation (ωB97M-V/def2-TZVPD) of a gas-phase ion, C11H18N3O3S (charge -1) in a non-equilibrium geometry.

```
36
Properties=species:S:1:pos:R:3
C -2.96846 1.83190 2.29388
N -2.25361 0.62796 1.68902
C -2.68137 -0.03823 0.59621
O -3.76965 0.24820 0.07626
C -1.86547 -1.30942 0.15519
C -2.48352 -2.01493 -1.10810
C -1.55521 -1.42000 -2.14410
C -0.22770 -1.46252 -1.52431
N -0.40715 -1.11604 -0.19612
C 0.60539 -0.72179 0.65747
O 0.34571 -0.47058 1.82188
C 2.06941 -0.60971 0.09284
C 3.00751 -0.97548 1.26069
S 4.76691 -0.88650 0.68362
N 2.60194 0.71303 -0.12914
C 1.97417 1.71414 -0.72099
C 2.72394 2.99984 -1.06165
O 0.79154 1.69477 -0.90894
H -2.59207 2.67079 1.70759
H -4.05666 1.65362 2.10206
H -2.85530 2.16128 3.31261
H -1.38844 0.27114 2.13332
H -1.95600 -2.03465 0.98061
H -2.33322 -3.09125 -1.09418
H -3.52533 -1.81231 -1.36523
H -1.41852 -1.97206 -3.04980
H -1.90541 -0.39731 -2.21338
H 0.51561 -0.88801 -2.06668
H 0.22781 -2.37113 -1.66241
H 2.35968 -1.30615 -0.76635
H 2.92153 -0.37850 2.10682
H 3.07554 -2.00753 1.58459
H 3.60649 0.72242 -0.01550
H 3.00106 3.46693 -0.15637
H 3.64861 2.93010 -1.66686
H 2.00027 3.57798 -1.40454
```

Output
spin multiplicity: 1
SMILES: CNC(=O)[C@H]1CCCN1C(=O)[C@H](C[S-])NC(C)=O
charge: -1

---

Values for E, eV, ordered as above
-6689.912; -16975.871; -14382.670; -10466.701; -14987.682; -114556.444; -33616.357; -33147.999
Values for energy relative to the best compared isomer or geometry (same formula, charge and spin), eV, ordered as above
0.597; 0.252; 3.768; 5.423; 1.160; 0.389; 9.046; 1.950
Values for E_LUMO, eV, ordered as above
0.966; -2.948; 0.863; 0.858; 3.707; -2.984; 3.060; 3.006